{"formula": "C3H5NO3", "method": "the ωB97M-V functional and the def2-TZVPD basis", "homo_lumo_gap_ev": 10.9, "largest_force_ha_per_bohr": 0.0110, "relative_energy_kcal_mol": 22.8, "e_homo_ha": -0.370, "total_charge": 0, "elements": ["N", "C", "O", "C", "O", "C", "O", "H", "H", "H", "H", "H"], "coordinates": [[-1.630703, -0.738619, 0.137005], [-0.552034, -0.279800, 0.851687], [-0.085804, -0.874630, 1.801969], [0.068344, 1.066698, 0.444765], [1.284811, 0.888384, -0.332353], [1.343092, -0.081948, -1.252071], [0.414982, -0.739190, -1.646033], [-1.678553, -0.441708, -0.828894], [-1.710332, -1.746283, 0.214072], [-0.658474, 1.741377, -0.028294], [0.430668, 1.546665, 1.354874], [2.367480, -0.233033, -1.627100]], "forces_ev_per_a": [[0.1354, -0.0486, 0.0958], [0.1033, -0.1973, 0.1476], [-0.1172, 0.0868, -0.2277], [-0.0473, 0.0007, 0.0852], [-0.0990, -0.1382, -0.0392], [-0.3312, -0.1931, -0.2117], [0.3866, 0.3307, -0.0397], [0.0707, 0.0794, 0.2158], [-0.2355, 0.1538, 0.1691], [0.3620, -0.2834, -0.3338], [-0.1347, -0.1212, -0.1048], [-0.0931, 0.3304, 0.2434]]}



{"formula": "C3H5NO3", "method": "the ωB97M-V functional and the def2-TZVPD basis", "homo_lumo_gap_ev": 11.2, "largest_force_ha_per_bohr": 0.0129, "relative_energy_kcal_mol": 31.5, "e_homo_ha": -0.382, "total_charge": 0, "elements": ["N", "C", "O", "C", "O", "C", "O", "H", "H", "H", "H", "H"], "coordinates": [[0.310582, 1.387431, 0.438221], [0.657432, -0.716376, -0.858497], [1.719939, -0.920514, -1.358325], [0.006494, -1.348377, 0.368875], [-1.061217, -0.463323, 0.680450], [-0.799682, 0.663574, -0.109408], [-0.277956, 0.180085, -1.335111], [0.675474, 2.072167, -0.212727], [0.203723, 1.730074, 1.379538], [-0.400439, -2.325702, 0.089826], [0.707350, -1.453986, 1.199067], [-1.741700, 1.194948, -0.281909]], "forces_ev_per_a": [[-0.0019, 0.2015, 0.2040], [0.4361, -0.3724, -0.2797], [-0.6406, -0.1592, 0.0518], [0.1933, -0.1747, -0.0006], [-0.0137, 0.0305, 0.0012], [-0.1244, 0.2093, 0.0071], [0.1525, 0.0096, -0.1033], [-0.0677, 0.0247, 0.2417], [-0.2164, 0.1806, -0.0310], [0.0732, 0.0976, 0.0920], [-0.0038, 0.0421, -0.1650], [0.2134, -0.0896, -0.0182]]}